# 1
The following is a quantum chemistry calculation of a 2-piece molecular cluster, CHNOS overall, from OMol25.

The geometry in XYZ format:
```
5
Properties=species:S:1:pos:R:3:forces:R:3
C 0.657 0.179 -0.095 -0.6 -1.6 -0.3
N -0.306 -0.559 -0.677 -1.2 1.2 -1.6
O 0.297 -1.087 0.414 1.2 -0.5 1.8
S 1.733 1.289 0.050 0.5 0.8 0.2
H -2.381 0.177 0.308 0.1 0.0 -0.1
```
Forces are in eV/Å.

Computed properties:
HOMO-LUMO gap (spin up / spin down): 0.362 / 0.302 hartree
Net charge: 0
Electronic energy: -566.63373 Ha
Strongest force on any atom: 2.36 eV Å⁻¹
Relative energy (zero: lowest compared OMol25 entry of this formula, charge and spin): 516.4 kJ/mol
HOMO level (spin up / spin down): -10.07 / -9.94 eV

=====

# 2
The following is a quantum chemistry calculation of C44H37GaNO28 as an isolated structure, from OMol25.

The geometry in XYZ format:
```
111
Properties=species:S:1:pos:R:3:forces:R:3
N 6.086 1.423 -2.170 0.4 0.3 0.1
C 5.670 2.832 -1.999 -0.8 0.3 0.7
C 4.368 3.016 -1.125 0.9 -0.6 -0.6
Ga 2.820 1.801 -1.794 0.3 0.4 0.2
H 5.568 0.797 -1.570 -0.2 0.0 0.0
H 7.071 1.321 -1.963 0.0 0.0 0.1
H 5.477 3.229 -2.998 0.1 0.2 0.2
H 6.477 3.425 -1.524 0.0 -0.2 -0.4
H 4.632 2.731 -0.086 -0.2 0.1 -0.3
H 4.109 4.088 -1.106 0.0 -0.3 -0.1
H 1.983 1.379 -0.496 -0.1 0.1 0.0
H 1.920 2.532 -2.916 -0.1 0.1 0.0
H 3.504 0.506 -2.500 -0.2 -0.2 -0.1
C -0.476 -2.521 -1.073 0.2 0.1 0.1
C -1.315 -3.343 -1.704 -0.1 0.0 0.7
C -1.310 -3.488 -3.189 0.5 0.4 -0.7
O -2.091 -4.271 -3.708 -0.3 -0.2 0.3
C -0.370 -2.679 -3.956 -0.5 -0.5 0.1
C 0.474 -1.848 -3.331 0.6 0.5 -1.1
C 0.486 -1.725 -1.845 -0.3 -0.1 0.4
O 1.282 -0.974 -1.342 0.1 -0.1 0.2
O 1.350 -1.091 -4.000 -0.5 -0.4 0.9
O -2.222 -4.098 -1.041 0.2 0.1 -0.4
H -0.466 -2.405 0.007 0.0 0.0 -0.4
H -0.388 -2.781 -5.032 0.0 0.0 0.0
H 1.852 -0.577 -3.322 0.3 0.2 -0.1
H -2.692 -4.593 -1.732 -0.1 -0.1 -0.1
C -1.420 -4.967 2.184 0.0 0.3 -0.1
C -1.503 -5.939 3.095 0.0 -0.4 -0.7
C -1.598 -5.644 4.554 0.0 0.6 0.5
O -1.692 -6.567 5.342 0.0 -0.3 -0.2
C -1.571 -4.245 4.975 0.0 -0.5 0.1
C -1.485 -3.271 4.066 0.0 0.6 0.7
C -1.417 -3.566 2.605 0.0 -0.6 -0.5
O -1.358 -2.641 1.820 -0.1 0.3 0.6
O -1.455 -1.978 4.416 0.0 -0.5 -0.5
O -1.509 -7.238 2.748 -0.1 0.4 0.4
H -1.356 -5.168 1.124 0.0 0.0 0.0
H -1.623 -4.043 6.036 0.0 0.0 0.0
H -1.391 -1.484 3.580 0.0 0.2 -0.1
H -1.578 -7.726 3.585 0.0 -0.2 0.1
C 4.360 6.089 -7.426 0.0 0.6 -0.2
C 4.331 5.147 -6.478 0.0 -0.7 -0.7
C 4.275 5.494 -5.029 0.0 0.5 0.6
O 4.233 4.601 -4.215 -0.1 -0.1 -0.2
C 4.279 6.912 -4.661 0.0 -0.2 0.1
C 4.311 7.851 -5.608 0.0 0.4 0.7
C 4.341 7.502 -7.058 0.0 -0.7 -0.5
O 4.352 8.400 -7.884 0.0 0.3 0.2
O 4.318 9.164 -5.310 0.0 -0.4 -0.4
O 4.347 3.843 -6.776 0.0 0.6 0.5
H 4.398 5.850 -8.479 0.0 0.0 0.0
H 4.255 7.153 -3.607 0.0 0.0 0.0
H 4.339 9.621 -6.167 0.0 0.1 -0.1
H 4.313 3.378 -5.918 -0.1 -0.2 0.1
C -6.135 -4.935 6.004 0.2 0.0 -0.3
C -6.827 -5.569 6.953 0.2 0.7 0.3
C -7.348 -6.953 6.754 -0.1 -0.6 -0.5
O -7.956 -7.490 7.658 0.0 0.2 0.3
C -7.102 -7.600 5.466 -0.2 0.0 0.4
C -6.413 -6.966 4.515 -0.2 -0.8 -0.4
C -5.870 -5.591 4.724 0.1 0.6 0.5
O -5.235 -5.066 3.834 0.1 -0.2 -0.3
O -6.171 -7.528 3.323 0.1 0.5 0.4
O -7.092 -4.997 8.139 0.1 -0.9 -0.3
H -5.752 -3.933 6.139 0.0 0.0 0.0
H -7.498 -8.596 5.327 0.0 0.0 0.0
H -5.657 -6.869 2.824 0.1 0.0 -0.2
H -7.601 -5.663 8.636 -0.1 -0.1 0.1
C 1.075 8.763 -9.390 0.0 0.3 0.3
C 0.744 7.962 -10.405 0.6 -0.5 0.3
C -0.343 8.319 -11.364 -0.5 0.5 -0.1
O -0.595 7.564 -12.283 0.2 -0.3 0.0
C -1.066 9.572 -11.147 0.1 -0.3 -0.2
C -0.737 10.370 -10.130 -0.6 0.5 -0.3
C 0.368 10.026 -9.188 0.6 -0.6 0.2
O 0.638 10.799 -8.290 -0.2 0.3 0.0
O -1.379 11.526 -9.900 0.4 -0.4 0.1
O 1.370 6.795 -10.619 -0.4 0.4 -0.1
H 1.863 8.516 -8.692 0.0 0.0 -0.1
H -1.863 9.812 -11.837 0.0 0.0 0.0
H -0.948 11.905 -9.115 0.0 0.1 0.2
H 0.946 6.415 -11.406 0.0 -0.2 -0.1
C 8.413 -2.829 1.039 0.2 -0.5 -0.1
C 7.486 -1.890 0.831 0.5 0.5 0.7
C 6.416 -2.058 -0.196 -0.3 -0.4 -0.6
O 5.590 -1.185 -0.329 0.0 0.2 0.3
C 6.422 -3.280 -1.002 -0.1 0.2 0.1
C 7.351 -4.215 -0.795 -0.4 -0.3 -0.6
C 8.404 -4.059 0.250 0.2 0.5 0.5
O 9.217 -4.951 0.409 -0.1 -0.3 -0.2
O 7.391 -5.350 -1.516 0.2 0.3 0.4
O 7.463 -0.749 1.531 -0.3 -0.4 -0.5
H 9.191 -2.719 1.781 0.0 0.0 0.0
H 5.653 -3.383 -1.755 0.0 0.0 0.0
H 8.149 -5.847 -1.168 0.1 -0.1 0.0
H 6.700 -0.248 1.187 -0.1 0.2 0.0
C -6.413 -1.687 11.949 -0.1 0.4 0.3
C -6.730 -2.412 10.873 0.7 -0.6 0.3
C -7.805 -1.985 9.929 -0.6 0.6 -0.2
O -8.044 -2.675 8.959 0.0 0.1 0.2
C -8.529 -0.748 10.226 0.1 -0.3 -0.2
C -8.213 -0.026 11.303 -0.6 0.5 -0.3
C -7.123 -0.441 12.233 0.6 -0.6 0.1
O -6.864 0.262 13.190 -0.2 0.3 0.0
O -8.856 1.111 11.608 0.4 -0.4 0.1
O -6.097 -3.557 10.579 -0.6 0.5 -0.2
H -5.635 -1.985 12.638 0.0 0.0 0.0
H -9.316 -0.457 9.545 0.0 0.0 0.0
H -8.437 1.433 12.423 0.0 0.1 0.1
H -6.498 -3.877 9.748 0.1 -0.1 -0.2
```
Forces are in eV/Å.

Computed properties:
HOMO-LUMO gap: 0.143 hartree
Net charge: -1
Electronic energy: -5785.06999 Ha
Strongest force on any atom: 1.36 eV Å⁻¹
HOMO level: -4.56 eV

=====

# 3
The following is a quantum chemistry calculation of an isolated ion of composition CH5N2O and charge +1, from OMol25.

The geometry in XYZ format:
```
9
Properties=species:S:1:pos:R:3:forces:R:3
C 0.657 0.654 0.440 3.4 0.3 1.5
N -0.521 -0.068 0.219 -2.9 -1.2 -1.0
N -0.597 -0.818 -0.863 3.7 2.9 0.6
O -1.432 -0.016 0.993 0.4 -0.1 -0.4
H 0.659 1.711 0.235 -0.9 0.4 -0.3
H 1.502 0.232 -0.141 -0.5 0.0 0.6
H 0.802 0.564 1.543 0.3 0.0 -0.9
H 0.231 -0.817 -1.460 -0.5 -0.2 0.2
H -1.301 -1.442 -0.965 -3.0 -2.2 -0.2
```
Forces are in eV/Å.

Computed properties:
HOMO-LUMO gap: 0.417 hartree
Net charge: +1
Electronic energy: -225.47336 Ha
SMILES: C[N+](N)=O
Strongest force on any atom: 4.78 eV Å⁻¹
Relative energy (zero: lowest compared OMol25 entry of this formula, charge and spin): 351.1 kJ/mol
HOMO level: -17.95 eV

=====

# 4
The following is a quantum chemistry calculation of H20O10 as an isolated structure, from OMol25.

The geometry in XYZ format:
```
30
Properties=species:S:1:pos:R:3:forces:R:3
O 0.938 2.142 -0.923 3.8 1.5 -1.1
H 1.213 2.919 -1.409 0.5 0.2 -0.1
H -0.016 2.130 -1.009 0.6 0.8 -0.3
O 1.593 -1.988 -1.140 1.8 -0.1 -0.6
H 2.237 -1.294 -1.002 0.1 -0.1 0.0
H 0.844 -1.731 -0.602 1.6 -0.4 -0.5
O -1.099 1.682 -0.557 -5.2 -1.0 -2.7
H -1.803 2.083 -0.048 -1.1 0.5 1.0
H -1.544 1.265 -1.295 -0.4 0.1 -1.0
O -2.363 -0.845 0.207 -0.4 0.2 0.5
H -1.852 -0.212 -0.296 -0.6 -0.4 0.1
H -2.941 -1.253 -0.438 -0.2 -0.2 -0.3
O 2.913 0.830 0.309 0.2 -0.1 0.3
H 2.862 1.555 -0.315 -0.1 0.2 -0.2
H 3.328 0.121 -0.182 0.4 -0.2 0.1
O -0.041 -2.282 0.648 -1.8 -3.7 -0.9
H -0.883 -2.575 0.996 -0.3 -0.2 0.2
H -0.220 -1.413 0.288 -0.6 0.6 0.6
O -0.647 -1.700 -1.989 -1.9 0.4 -1.3
H -0.634 -2.243 -1.201 -0.1 -0.5 0.0
H -0.347 -0.841 -1.694 0.5 -0.1 -0.4
O 0.312 -0.037 0.268 -0.4 0.5 0.0
H -0.418 0.361 -0.206 0.9 0.2 0.6
H 1.042 0.568 0.138 1.1 0.3 0.1
O -1.567 2.262 1.583 -0.9 0.5 1.0
H -0.893 1.710 1.186 0.7 -0.4 1.3
H -1.311 3.155 1.353 0.3 0.5 0.5
O 0.714 -1.215 2.564 0.8 1.2 2.5
H 0.489 -1.452 1.664 0.5 -0.2 0.7
H 0.093 -1.705 3.103 0.0 -0.1 0.2
```
Forces are in eV/Å.

Computed properties:
HOMO-LUMO gap: 0.336 hartree
Net charge: 0
Electronic energy: -764.18118 Ha
Strongest force on any atom: 5.97 eV Å⁻¹
Relative energy (zero: lowest compared OMol25 entry of this formula, charge and spin): 789.6 kJ/mol
HOMO level: -9.63 eV

=====

# 5
The following is a quantum chemistry calculation of a 7-piece molecular cluster, C19H42Cl10NO5P overall, from OMol25.

The geometry in XYZ format:
```
78
Properties=species:S:1:pos:R:3:forces:R:3
C -0.809 -2.933 -1.396 0.4 -2.5 -1.8
O -1.582 -3.860 -1.615 0.4 2.2 0.9
N -1.089 -1.650 -0.984 -2.9 0.4 0.7
C -0.033 -0.792 -0.700 1.8 1.2 -0.8
C -2.418 -1.062 -0.840 -0.7 -1.0 -1.0
H 0.258 -2.994 -1.661 0.0 -0.3 0.3
H 0.284 -0.835 0.342 -0.3 0.2 0.4
H -0.311 0.205 -1.041 0.0 0.2 0.6
H 0.859 -1.049 -1.273 0.1 -0.4 -0.1
H -3.220 -1.726 -1.160 0.3 -0.7 0.6
H -2.632 -0.625 0.135 0.5 0.0 0.1
H -2.555 -0.336 -1.642 0.6 0.8 0.0
Cl -8.246 1.422 -1.215 -1.3 -0.1 -0.2
C -6.560 1.362 -0.898 1.5 0.8 -0.5
C -6.264 1.162 0.535 0.4 -1.0 -0.1
Cl -4.413 1.188 0.597 -0.8 0.3 0.5
H -6.134 2.354 -1.049 0.0 -0.1 -1.1
H -6.068 0.580 -1.477 -0.1 0.3 -0.3
H -6.531 0.133 0.773 -0.2 0.4 0.9
H -6.746 1.994 1.049 0.5 -0.5 0.8
Cl 2.746 0.481 -5.208 0.3 -0.2 -0.5
C 2.979 -1.166 -5.974 0.1 0.8 2.0
C 3.565 -2.089 -4.937 0.5 -1.3 -0.4
Cl 2.564 -2.617 -3.531 -0.2 0.3 -0.4
H 3.758 -1.129 -6.736 -0.5 0.4 -0.3
H 1.974 -1.459 -6.277 0.4 -0.2 -0.5
H 4.531 -1.850 -4.493 -0.2 0.7 -0.2
H 3.769 -2.981 -5.531 -0.1 -0.5 0.3
Cl -1.269 1.240 5.235 0.2 0.4 0.0
C -1.385 1.765 3.509 0.8 -1.7 0.7
C -1.112 0.466 2.685 -0.6 2.6 -0.3
Cl -2.258 -0.782 2.981 -0.6 -1.4 0.4
H -0.512 2.381 3.292 -0.4 0.5 0.1
H -2.359 2.253 3.465 0.3 -0.2 -0.7
H -0.072 0.198 2.873 -0.2 -0.4 -0.1
H -1.328 0.736 1.651 0.7 0.2 -0.2
Cl -3.085 -7.306 -0.570 -0.8 2.0 0.8
C -3.795 -5.745 0.212 0.4 0.0 0.9
C -5.072 -5.262 -0.440 -0.1 -0.9 -1.2
Cl -6.447 -6.283 -0.047 -0.7 -0.9 0.4
H -3.060 -4.944 0.292 0.4 -0.2 -1.0
H -3.921 -5.912 1.282 -0.4 -0.8 -0.1
H -4.953 -5.407 -1.514 0.1 0.4 -0.1
H -5.518 -4.285 -0.259 1.2 0.3 0.3
Cl -3.021 -0.163 -4.252 0.0 0.3 -0.1
C -1.386 0.406 -4.657 1.7 -1.1 0.7
C -0.493 -0.806 -4.996 -0.1 0.0 -1.4
Cl -0.765 -1.299 -6.715 0.0 -0.1 0.3
H -0.884 0.791 -3.769 -0.5 0.4 0.3
H -1.364 1.209 -5.393 -0.3 -0.4 -0.2
H -0.646 -1.701 -4.392 -0.5 0.2 0.1
H 0.581 -0.626 -4.954 -0.4 0.6 0.2
C 3.011 3.739 -1.111 1.5 0.6 0.7
C 3.179 2.743 0.077 -1.1 -0.8 -3.3
O 3.620 3.322 1.249 -0.5 0.0 1.9
P 4.061 2.380 2.470 2.0 1.2 2.1
O 5.323 1.631 2.275 -1.3 0.3 0.0
O 4.223 3.553 3.661 -1.3 -0.6 -3.3
C 4.034 3.349 5.040 1.5 -0.7 1.5
C 4.644 4.550 5.822 -1.0 0.1 -1.4
O 2.802 1.435 2.812 0.5 0.7 0.3
C 2.890 0.318 3.748 -0.3 1.5 1.6
C 2.947 -0.943 3.060 -0.6 -2.4 -1.4
H 2.243 4.507 -1.024 -0.5 -0.5 0.3
H 3.903 4.361 -1.183 0.3 -0.1 0.0
H 2.941 3.239 -2.077 -0.2 -0.3 0.2
H 2.212 2.241 0.063 -0.6 0.1 1.3
H 3.796 1.892 -0.209 0.8 0.3 -0.2
H 2.999 3.178 5.333 -0.1 -0.2 -0.3
H 4.680 2.486 5.200 -0.4 -0.4 1.0
H 3.929 5.367 5.728 0.2 0.3 -0.2
H 4.803 4.487 6.899 0.2 -0.8 -0.2
H 5.543 4.784 5.251 0.2 0.3 0.5
H 3.681 0.233 4.493 1.2 1.2 -0.7
H 2.125 0.482 4.507 -1.1 -0.2 -0.7
H 3.834 -1.029 2.432 0.3 0.0 0.4
H 2.879 -1.739 3.801 0.5 -0.1 0.0
H 2.149 -1.216 2.370 -0.6 0.5 -0.1
```
Forces are in eV/Å.

Computed properties:
⟨S²⟩: 0.7761
HOMO-LUMO gap (spin up / spin down): 0.316 / 0.136 hartree
Net charge: +1
Electronic energy: -6123.04792 Ha
Strongest force on any atom: 3.62 eV Å⁻¹
Spin multiplicity: 2
HOMO level (spin up / spin down): -12.29 / -12.29 eV

=====

# 6
The following is a quantum chemistry calculation of a single C4H9N3 molecule, from OMol25.

The geometry in XYZ format:
```
16
Properties=species:S:1:pos:R:3:forces:R:3
H 2.370 0.587 1.262 -0.3 -0.3 0.0
N 2.820 -0.060 0.612 0.3 0.7 0.2
C 2.066 -0.716 -0.127 -3.0 -1.2 -0.9
C 0.255 -0.949 -0.084 6.2 0.0 -0.4
N -0.029 -2.162 -0.108 -0.4 -0.8 0.2
H -0.990 -2.424 0.084 -0.3 0.2 -0.2
N -0.245 0.228 0.164 -6.5 1.0 1.6
C -0.004 1.426 -0.618 0.0 -0.1 0.0
C -1.996 0.057 0.487 3.4 0.8 -0.6
H 2.482 -1.364 -0.899 0.1 -0.2 0.1
H -0.352 2.293 -0.054 0.0 -0.1 0.0
H 1.060 1.553 -0.808 0.0 -0.1 0.0
H -0.541 1.389 -1.570 0.1 0.1 -0.1
H -2.253 1.038 0.874 -0.1 -0.1 0.1
H -2.530 -0.163 -0.437 0.3 0.0 0.0
H -2.114 -0.734 1.221 0.2 0.1 0.0
```
Forces are in eV/Å.

Computed properties:
HOMO-LUMO gap: 0.343 hartree
Net charge: 0
Electronic energy: -321.96558 Ha
SMILES: [H]/N=C\C(=N\[H])N(C)C
Strongest force on any atom: 6.81 eV Å⁻¹
Relative energy (zero: lowest compared OMol25 entry of this formula, charge and spin): 327.6 kJ/mol
HOMO level: -8.61 eV

=====

> electronic energy of number 1 (CHNOS)?

-566.63373 Ha

=====

Please write out number 1 again, unchanged.
The following is a quantum chemistry calculation of a 2-piece molecular cluster, CHNOS overall, from OMol25.

The geometry in XYZ format:
```
5
Properties=species:S:1:pos:R:3:forces:R:3
C 0.657 0.179 -0.095 -0.6 -1.6 -0.3
N -0.306 -0.559 -0.677 -1.2 1.2 -1.6
O 0.297 -1.087 0.414 1.2 -0.5 1.8
S 1.733 1.289 0.050 0.5 0.8 0.2
H -2.381 0.177 0.308 0.1 0.0 -0.1
```
Forces are in eV/Å.

Computed properties:
HOMO-LUMO gap (spin up / spin down): 0.362 / 0.302 hartree
Net charge: 0
Electronic energy: -566.63373 Ha
Strongest force on any atom: 2.36 eV Å⁻¹
Relative energy (zero: lowest compared OMol25 entry of this formula, charge and spin): 516.4 kJ/mol
HOMO level (spin up / spin down): -10.07 / -9.94 eV